A) ORCA calculation (the ωB97M-V functional and the def2-TZVPD basis) on a single C4H6OS molecule.

Cartesian coordinates (Å):
C 0.1792 -1.4956 0.9349
C 0.4934 0.2389 -0.8588
C -0.2396 1.6230 -0.7908
C -0.5283 0.4807 0.1451
H 1.0787 -1.7917 1.4815
H -0.6759 -2.1513 1.1638
H 1.4018 0.4158 -0.2900
H -1.0086 1.8427 -1.5073
H 0.4927 2.3939 -0.5687
H -1.4821 0.0423 -0.0889
O -0.0969 -0.0775 1.3604
S 0.3855 -1.5212 -0.9811

Results
total charge: 0

Atomic partial charges in e from the natural (NBO) method, atoms 1 to 4:
1 C -0.193
2 C -0.454
3 C -0.342
4 C 0.070

B) ORCA calculation (the ωB97M-V functional and the def2-TZVPD basis) on a molecular structure, C4H6OS.

Cartesian coordinates (Å):
C 0.5789 0.2383 -2.8523
C 0.2915 0.9092 -1.8725
C 0.1797 -1.5809 2.0159
C -0.4238 1.4168 -0.8485
O -0.4614 2.6235 -0.3938
S -0.3615 -0.1411 0.8247
H 0.9388 0.0516 -3.7697
H 1.0549 -2.1912 1.5713
H -0.8031 -1.9972 2.2222
H 0.5562 -1.1870 2.9627
H -0.8797 2.6694 0.4234
H -0.6705 -0.8115 -0.2834

Results
total charge: 0

Atomic partial charges in e from the natural (NBO) method, atoms 1 to 4:
1 C -0.137
2 C -0.188
3 C -0.759
4 C 0.236

Which one is the least stable? From the structures above, B).